{
  "formula": "C15H16N4O3Sc",
  "method": "ωB97M-V with the def2-TZVPD basis set",
  "species": ["Sc", "C", "O", "C", "C", "C", "C", "C", "C", "N", "N", "C", "O", "C", "C", "C", "C", "C", "C", "C", "O", "H", "H", "H", "H", "H", "H", "H", "H", "H", "H", "H", "H", "N", "N", "H", "H", "H", "H"],
  "xyz": [[0.203, -0.166, -0.065], [4.032, -2.159, -1.558], [3.893, -1.121, -2.532], [3.715, 0.160, -2.110], [4.439, 1.140, -2.769], [4.343, 2.480, -2.411], [3.513, 2.845, -1.376], [2.719, 1.887, -0.732], [1.861, 2.333, 0.348], [0.818, 1.689, 0.740], [0.180, 2.114, 1.896], [-0.598, 1.168, 2.332], [-0.723, 0.027, 1.662], [-1.328, 1.335, 3.596], [-2.062, 0.268, 4.108], [-2.734, 0.407, 5.311], [-2.679, 1.609, 6.002], [-1.949, 2.677, 5.490], [-1.273, 2.543, 4.292], [2.810, 0.523, -1.100], [2.042, -0.411, -0.506], [4.495, -2.990, -2.081], [4.682, -1.838, -0.742], [3.072, -2.468, -1.153], [5.108, 0.816, -3.556], [4.937, 3.221, -2.926], [3.449, 3.878, -1.058], [2.125, 3.245, 0.881], [-2.097, -0.665, 3.563], [-3.300, -0.422, 5.713], [-3.203, 1.715, 6.942], [-1.907, 3.613, 6.030], [-0.696, 3.362, 3.885], [-1.782, 0.819, -2.083], [-0.400, 0.425, -2.184], [-2.168, 1.021, -2.999], [-1.833, 1.672, -1.537], [0.200, 1.115, -2.639], [-0.365, -0.402, -2.776]],
  "charge": 1,
  "energy_ha": -1786.521849,
  "e_lumo_ev": -3.79,
  "de_lowest_kcal_mol": 6.1,
  "gap_ev": 7.54
}

***

{
  "formula": "C15H16N5O4PdS2",
  "method": "ωB97M-V with the def2-TZVPD basis set",
  "species": ["Pd", "C", "S", "C", "S", "N", "N", "C", "C", "C", "C", "C", "C", "N", "H", "H", "H", "H", "H", "H", "H", "H", "C", "N", "C", "C", "C", "O", "N", "C", "O", "H", "H", "H", "H", "H", "C", "O", "C", "O", "H", "H", "H"],
  "xyz": [[0.388, 0.055, -0.388], [3.017, 4.225, -2.363], [3.830, 3.262, -1.083], [2.764, 1.925, -0.890], [1.407, 1.621, -1.892], [3.172, 1.096, 0.087], [2.318, 0.147, 0.344], [2.813, -1.014, 0.941], [2.133, -2.185, 0.620], [2.546, -3.462, 1.069], [1.869, -4.579, 0.652], [0.776, -4.437, -0.206], [0.395, -3.163, -0.595], [1.026, -2.066, -0.197], [3.644, 5.102, -2.510], [2.024, 4.534, -2.043], [2.955, 3.666, -3.294], [3.714, -0.960, 1.536], [3.405, -3.532, 1.721], [2.187, -5.561, 0.977], [0.228, -5.294, -0.570], [-0.450, -3.011, -1.254], [-5.463, 1.528, -0.329], [-4.071, 1.742, 0.077], [-3.649, 2.950, 0.596], [-2.372, 3.159, 0.947], [-1.404, 2.100, 0.739], [-0.194, 2.208, 0.878], [-1.911, 0.870, 0.322], [-3.146, 0.764, -0.007], [-3.666, -0.420, -0.417], [-5.977, 2.482, -0.270], [-5.950, 0.817, 0.336], [-5.504, 1.164, -1.352], [-4.419, 3.703, 0.685], [-2.045, 4.110, 1.336], [-4.390, -2.944, -0.048], [-3.229, -2.579, -0.830], [-2.821, -1.352, -1.006], [-1.855, -1.056, -1.641], [-4.045, -3.268, 0.931], [-4.850, -3.772, -0.578], [-5.087, -2.119, 0.043]],
  "multiplicity": 5,
  "charge": 1,
  "s_squared": 6.05,
  "energy_ha": -2079.891167,
  "e_lumo_ev": [-2.31, -4.89],
  "de_lowest_kcal_mol": 0.0,
  "gap_ev": [6.85, 6.26]
}

***

{
  "formula": "C15H17AuF6GeN3O5S2",
  "method": "ωB97M-V with the def2-TZVPD basis set",
  "species": ["Au", "O", "C", "C", "C", "C", "C", "C", "C", "N", "C", "C", "N", "H", "H", "H", "H", "H", "H", "H", "C", "Ge", "C", "C", "C", "H", "H", "H", "H", "H", "H", "H", "H", "H", "H", "F", "C", "F", "F", "S", "O", "O", "N", "S", "O", "O", "C", "F", "F", "F"],
  "xyz": [[1.886, -0.132, 1.016], [0.885, -0.664, 2.844], [0.596, 0.116, 3.836], [0.554, -0.425, 5.147], [0.243, 0.345, 6.243], [-0.044, 1.707, 6.109], [-0.025, 2.257, 4.845], [0.270, 1.493, 3.712], [0.203, 2.102, 2.392], [0.812, 1.704, 1.288], [0.465, 2.574, 0.279], [-0.366, 3.518, 0.776], [-0.521, 3.210, 2.112], [0.780, -1.479, 5.248], [0.229, -0.113, 7.225], [-0.266, 2.317, 6.974], [-0.224, 3.318, 4.727], [0.799, 2.425, -0.731], [-0.882, 4.335, 0.305], [-1.156, 3.648, 2.754], [1.658, -0.583, -3.004], [2.334, -1.954, -1.792], [3.811, -2.918, -2.666], [0.967, -3.213, -1.214], [3.015, -0.988, -0.218], [1.261, -1.035, -3.913], [2.461, 0.102, -3.277], [0.862, -0.013, -2.524], [3.451, -3.439, -3.555], [4.243, -3.658, -1.990], [4.599, -2.228, -2.970], [0.544, -3.735, -2.073], [0.172, -2.667, -0.709], [1.396, -3.946, -0.530], [4.103, -0.887, -0.161], [-3.703, -0.547, 0.525], [-3.207, 0.546, -0.055], [-2.706, 1.334, 0.910], [-4.208, 1.201, -0.642], [-1.868, 0.119, -1.252], [-0.934, -0.607, -0.438], [-1.459, 1.379, -1.807], [-2.566, -0.884, -2.241], [-3.342, -0.485, -3.558], [-4.236, -1.547, -3.911], [-3.797, 0.871, -3.637], [-2.021, -0.598, -4.844], [-1.047, 0.287, -4.624], [-1.475, -1.818, -4.880], [-2.547, -0.346, -6.050]],
  "charge": -1,
  "energy_ha": -4730.468892,
  "e_lumo_ev": 1.77,
  "de_lowest_kcal_mol": 0.0,
  "gap_ev": 6.92
}

***

{
  "formula": "C15H17Cl3N6O4",
  "method": "ωB97M-V with the def2-TZVPD basis set",
  "species": ["C", "C", "N", "C", "C", "N", "O", "O", "N", "C", "C", "O", "C", "O", "N", "C", "N", "C", "C", "C", "C", "C", "N", "C", "C", "Cl", "Cl", "Cl", "H", "H", "H", "H", "H", "H", "H", "H", "H", "H", "H", "H", "H", "H", "H", "H", "H"],
  "xyz": [[4.055, 0.538, 3.194], [3.644, -0.166, 1.961], [3.980, 0.223, 0.746], [3.406, -0.634, -0.106], [2.706, -1.596, 0.605], [1.991, -2.679, 0.091], [1.706, -2.622, -1.094], [1.698, -3.611, 0.824], [2.889, -1.291, 1.940], [2.266, -1.934, 3.069], [0.903, -1.302, 3.389], [-0.017, -1.500, 2.326], [-0.124, -0.491, 1.430], [0.506, 0.535, 1.485], [-1.011, -0.817, 0.461], [-1.518, 0.161, -0.465], [-1.635, -0.433, -1.768], [-0.372, -0.535, -2.499], [0.224, 0.814, -2.798], [1.153, 1.413, -1.953], [1.606, 2.690, -2.243], [1.108, 3.325, -3.370], [0.222, 2.770, -4.180], [-0.206, 1.554, -3.897], [-2.902, 0.656, 0.005], [-3.462, 1.969, -1.054], [-2.795, 1.268, 1.664], [-4.071, -0.672, -0.045], [3.194, 1.004, 3.671], [4.519, -0.147, 3.902], [4.765, 1.313, 2.922], [3.532, -0.561, -1.168], [2.119, -2.990, 2.831], [2.918, -1.835, 3.939], [1.010, -0.227, 3.568], [0.470, -1.792, 4.262], [-1.486, -1.706, 0.513], [-0.825, 1.024, -0.411], [-2.318, 0.065, -2.329], [-0.593, -1.068, -3.425], [0.315, -1.145, -1.910], [1.520, 0.890, -1.081], [2.328, 3.175, -1.604], [1.429, 4.322, -3.642], [-0.930, 1.142, -4.590]],
  "charge": 0,
  "energy_ha": -2591.824483,
  "e_lumo_ev": -0.56,
  "gap_ev": 8.71
}